A molecular structure, In3O8S2 at a distorted geometry, computed with the ωB97M-V functional and the def2-TZVPD basis.

XYZ file:
```
13
Properties=species:S:1:pos:R:3:forces:R:3:nbo_charge:R:1
In -0.692 -1.280 2.146 -0.671 -0.254 0.406 1.777
In -0.397 0.582 -2.511 -0.883 -0.332 0.638 1.844
In 2.113 -3.345 -1.322 0.306 -0.793 -0.347 1.421
S -0.631 -1.682 -0.556 -6.256 -4.825 -2.855 2.415
O -1.538 -2.871 -0.329 2.741 2.783 0.774 -0.675
O 0.570 -1.757 0.340 1.319 0.430 2.070 -0.987
O -0.134 -1.752 -1.963 1.609 1.428 -1.271 -0.978
O -1.395 -0.450 -0.466 0.588 -0.597 1.145 -0.962
S 0.997 3.511 1.517 -2.263 1.584 3.823 1.728
O 0.481 4.028 2.762 1.743 -1.308 -3.588 -0.260
O 2.722 1.518 0.208 -0.095 0.267 0.195 0.052
O -1.316 1.594 0.765 3.969 1.655 -5.826 -0.103
O -0.778 1.905 -0.592 -2.106 -0.039 4.837 -0.272
```
Forces are in eV/Å.

- Gap between HOMO and LUMO: 3.84 eV
- Molar mass: 536.58 g/mol
- Total charge: +5
- 2S+1: 1



A molecular structure, LiN4O12 at a distorted geometry, computed with the ωB97M-V functional and the def2-TZVPD basis.

XYZ file:
```
17
Properties=species:S:1:pos:R:3:forces:R:3:nbo_charge:R:1
Li 0.179 -0.014 -0.375 -0.434 -0.219 -0.468 0.902
N -0.334 0.389 2.885 -0.813 0.212 3.028 0.709
O -0.408 -0.122 1.807 -0.269 -1.381 -1.817 -0.325
O 0.310 1.434 2.982 -0.118 -0.023 0.718 -0.319
O -0.924 -0.135 3.905 1.374 1.217 -2.078 -0.414
N -2.424 1.562 -1.526 -1.075 1.248 1.473 0.723
O -2.920 1.243 -2.597 -0.592 0.139 -0.392 -0.497
O -1.272 1.182 -1.260 1.166 -0.248 0.640 -0.614
O -3.058 2.305 -0.674 0.984 -1.267 -1.495 -0.582
N -0.535 -2.769 -1.115 -1.999 -1.453 0.383 0.726
O -1.651 -2.258 -1.053 -0.643 1.393 0.056 -0.530
O -0.454 -3.979 -1.203 0.267 -2.581 -0.464 -0.555
O 0.497 -2.135 -1.040 2.458 3.107 0.366 -0.598
N 3.246 0.817 -0.152 5.566 -0.037 -1.502 0.733
O 3.708 0.723 -1.301 2.118 -0.134 -0.445 -0.460
O 2.094 0.854 -0.143 -8.229 0.119 1.828 -0.428
O 3.945 0.904 0.859 0.238 -0.093 0.169 -0.471
```
Forces are in eV/Å.

- Gap between HOMO and LUMO (alpha / beta): 8.10 / 2.92 eV
- ⟨S²⟩: 0.76
- Molar mass: 254.96 g/mol
- Total charge: -2
- 2S+1: 2



A molecular structure, MgMnN4O12 at a distorted geometry, computed with the ωB97M-V functional and the def2-TZVPD basis.

XYZ file:
```
18
Properties=species:S:1:pos:R:3:forces:R:3:nbo_charge:R:1
Mn 3.234 -1.176 -1.554 -2.520 -1.578 2.591 1.707
Mg -2.127 0.768 -0.520 1.326 1.185 2.561 1.831
N -1.590 3.470 -1.130 -7.093 6.042 -4.942 0.721
O -1.295 2.527 -0.491 6.066 -6.266 2.783 -0.670
O -1.022 4.181 -1.970 2.342 -1.434 1.548 -0.432
O -2.825 3.670 -1.027 -1.447 0.893 -0.190 -0.553
N 2.287 -3.733 0.339 -1.117 -2.920 3.306 0.718
O 2.910 -2.720 -0.078 2.190 3.284 -2.402 -0.736
O 1.269 -4.137 -0.205 0.613 0.521 -0.504 -0.424
O 2.728 -4.237 1.398 -0.456 0.658 -1.770 -0.423
N -1.630 0.876 2.369 -0.259 1.583 5.583 0.749
O -2.348 1.816 2.299 -2.669 4.156 1.802 -0.496
O -1.060 0.398 3.316 0.577 0.506 2.813 -0.465
O -1.475 0.314 1.369 1.471 -6.561 -11.357 -0.707
N 0.688 -0.486 -1.028 6.363 -0.350 0.224 0.773
O -0.432 -0.299 -0.914 -7.015 0.972 0.088 -0.502
O 1.563 0.199 -0.466 1.076 0.697 0.054 -0.518
O 1.123 -1.430 -1.707 0.553 -1.387 -2.187 -0.572
```
Forces are in eV/Å.

- Gap between HOMO and LUMO (alpha / beta): 4.78 / 4.83 eV
- ⟨S²⟩: 8.75
- Molar mass: 327.26 g/mol
- 2S+1: 6



A gas-phase ion, N2 (charge -1) at a distorted geometry, computed with the ωB97M-V functional and the def2-TZVPD basis.

XYZ file:
```
2
Properties=species:S:1:pos:R:3:forces:R:3:nbo_charge:R:1
N 0.000 0.000 0.879 0.000 0.000 -10.910 -0.500
N 0.000 0.000 -0.879 0.000 0.000 10.910 -0.500
```
Forces are in eV/Å.

- Gap between HOMO and LUMO (alpha / beta): 7.58 / 8.37 eV
- ⟨S²⟩: 0.76
- Molar mass: 28.01 g/mol
- Total charge: -1
- 2S+1: 2



N2 in the gas phase at a distorted geometry, computed with the ωB97M-V functional and the def2-TZVPD basis.

XYZ file:
```
2
Properties=species:S:1:pos:R:3:forces:R:3:nbo_charge:R:1
N 0.043 -0.190 0.722 -1.035 4.547 -17.249 0.000
N -0.043 0.190 -0.722 1.035 -4.547 17.249 0.000
```
Forces are in eV/Å.

- Gap between HOMO and LUMO: 11.33 eV
- Structure (SMILES): N#N
- Molar mass: 28.01 g/mol
- 2S+1: 1



2 unconnected molecules or ions with the total composition N2O2 at a distorted geometry, computed with the ωB97M-V functional and the def2-TZVPD basis.

XYZ file:
```
4
Properties=species:S:1:pos:R:3:forces:R:3:nbo_charge:R:1
N -0.098 -1.257 -1.278 0.200 0.367 0.254 0.116
N 0.662 0.807 0.545 1.251 0.002 -0.598 0.283
O -0.308 -0.491 -0.439 -0.516 -1.437 -1.322 -0.236
O -0.257 0.941 1.172 -0.934 1.068 1.666 -0.164
```
Forces are in eV/Å.

- Gap between HOMO and LUMO (alpha / beta): 7.04 / 7.05 eV
- Molar mass: 60.01 g/mol
- 2S+1: 1



A molecular structure, N2O3 at a distorted geometry, computed with the ωB97M-V functional and the def2-TZVPD basis.

XYZ file:
```
5
Properties=species:S:1:pos:R:3:forces:R:3:nbo_charge:R:1
N 0.514 -0.036 -0.362 -0.708 -0.820 2.396 0.557
N -0.666 0.660 0.055 -5.249 0.850 0.262 0.255
O 0.941 0.305 0.751 4.838 -0.821 -0.709 -0.288
O -1.342 -0.131 0.651 -0.296 0.992 -1.343 -0.286
O 0.628 -0.914 -1.127 1.415 -0.201 -0.606 -0.238
```
Forces are in eV/Å.

- Gap between HOMO and LUMO: 9.39 eV
- Molar mass: 76.01 g/mol
- 2S+1: 1



2 unconnected molecules or ions with the total composition N2O4 at a distorted geometry, computed with the ωB97M-V functional and the def2-TZVPD basis.

XYZ file:
```
6
Properties=species:S:1:pos:R:3:forces:R:3:nbo_charge:R:1
N 1.191 -0.025 0.010 -0.778 0.208 -0.017 0.720
N -1.867 0.343 -0.345 -0.123 -0.267 0.741 0.601
O 1.315 1.157 0.110 0.155 1.263 0.022 -0.396
O -0.132 -0.460 -0.065 0.418 -1.336 0.257 -0.535
O -2.605 -0.187 0.286 1.764 0.434 -0.858 -0.026
O 2.098 -0.828 0.004 -1.436 -0.301 -0.145 -0.364
```
Forces are in eV/Å.

- Gap between HOMO and LUMO (alpha / beta): 7.65 / 7.65 eV
- Molar mass: 92.01 g/mol
- 2S+1: 1



2 unconnected molecules or ions with the total composition N3O3 at a distorted geometry, computed with the ωB97M-V functional and the def2-TZVPD basis.

XYZ file:
```
6
Properties=species:S:1:pos:R:3:forces:R:3:nbo_charge:R:1
N 1.823 0.016 -0.669 -0.847 -0.492 -0.226 -0.114
N -1.896 -0.244 -0.657 -1.237 1.995 -0.518 0.222
N 1.524 -0.175 0.392 1.799 1.160 -2.018 0.459
O -2.274 1.013 -0.627 1.340 -2.731 0.408 -0.629
O -1.010 -0.621 0.120 -0.171 0.698 0.099 -0.585
O 1.503 -0.237 1.549 -0.884 -0.629 2.255 -0.354
```
Forces are in eV/Å.

- Gap between HOMO and LUMO: 7.08 eV
- Molar mass: 90.02 g/mol
- Total charge: -1
- 2S+1: 1



A molecular structure, N7O21Pb at a distorted geometry, computed with the ωB97M-V functional and the def2-TZVPD basis.

XYZ file:
```
29
Properties=species:S:1:pos:R:3:forces:R:3:nbo_charge:R:1
Pb 0.352 0.045 -0.258 -0.846 -0.184 0.133 1.687
N -1.269 -0.335 3.503 0.311 2.821 -0.422 0.719
O -1.779 0.606 4.200 -0.284 -0.760 0.385 -0.627
O -0.764 0.039 2.411 -0.134 -1.136 0.245 -0.536
O -1.234 -1.478 3.929 -0.016 -0.797 0.041 -0.517
N -2.185 2.504 -1.108 1.786 -1.003 -0.070 0.717
O -3.076 1.882 -0.548 -0.470 0.502 0.049 -0.470
O -1.172 1.858 -1.577 -0.516 0.369 0.410 -0.609
O -2.168 3.744 -1.220 -0.657 0.454 -0.160 -0.584
N -2.894 -1.720 -1.652 -0.952 0.510 0.068 0.726
O -3.916 -0.990 -1.654 0.009 -0.175 -0.076 -0.574
O -1.880 -1.348 -1.045 0.304 -0.321 -0.134 -0.529
O -2.945 -2.821 -2.242 0.303 -0.286 0.055 -0.581
N 1.580 3.223 1.278 0.612 -0.623 -1.850 0.731
O 0.969 4.070 1.941 -0.044 -0.238 0.341 -0.538
O 2.721 3.444 0.819 0.104 0.661 0.616 -0.549
O 1.062 2.121 0.933 -0.537 0.694 0.910 -0.595
N 4.026 0.294 1.075 0.778 -0.561 -2.685 0.729
O 4.912 0.678 0.253 0.202 0.221 0.339 -0.614
O 3.064 -0.347 0.588 -0.405 0.215 0.766 -0.552
O 4.191 0.472 2.266 -0.278 0.111 1.471 -0.527
N -0.102 -0.596 -3.986 -0.713 -0.136 -2.674 0.727
O -0.422 -1.748 -4.374 0.596 -0.094 1.262 -0.553
O -0.365 0.325 -4.802 0.209 0.677 0.360 -0.590
O 0.504 -0.344 -2.943 0.301 -0.419 0.636 -0.543
N 0.690 -3.397 1.060 -0.332 0.373 0.363 0.736
O -0.084 -3.740 1.964 -0.242 0.050 -0.164 -0.525
O 0.475 -2.386 0.356 -0.294 0.112 0.042 -0.582
O 1.706 -4.054 0.835 1.203 -1.040 -0.259 -0.576
```
Forces are in eV/Å.

- Gap between HOMO and LUMO: 6.88 eV
- Molar mass: 641.23 g/mol
- Total charge: -5
- 2S+1: 1



NO2P in the gas phase at a distorted geometry, computed with the ωB97M-V functional and the def2-TZVPD basis.

XYZ file:
```
4
Properties=species:S:1:pos:R:3:forces:R:3:nbo_charge:R:1
N -0.731 -0.111 -0.129 -6.176 -0.474 0.578 -0.321
O -1.957 0.112 0.070 4.476 -0.790 -0.812 -0.162
O 1.920 -0.430 0.020 1.196 -1.714 -0.170 -0.980
P 0.768 0.429 0.039 0.504 2.978 0.404 1.463
```
Forces are in eV/Å.

- Gap between HOMO and LUMO (alpha / beta): 7.68 / 7.78 eV
- Structure (SMILES): O=NP=O
- Molar mass: 76.98 g/mol
- 2S+1: 1



A gas-phase ion, NO4S (charge -1) at a distorted geometry, computed with the ωB97M-V functional and the def2-TZVPD basis.

XYZ file:
```
6
Properties=species:S:1:pos:R:3:forces:R:3:nbo_charge:R:1
N -1.041 -0.283 -0.508 -3.479 -0.222 -1.674 -0.124
O 0.677 -1.399 0.598 -0.576 1.827 -0.041 -0.976
O -2.035 0.331 -0.178 1.653 -0.243 0.275 -0.289
O 0.593 1.097 1.053 -0.982 -1.111 -0.123 -0.994
O 1.315 0.265 -1.066 -0.899 -0.251 -0.449 -0.992
S 0.491 -0.011 0.100 4.283 0.000 2.013 2.376
```
Forces are in eV/Å.

- Gap between HOMO and LUMO: 8.60 eV
- Structure (SMILES): O=NS(=O)(=O)[O-]
- Molar mass: 110.07 g/mol
- Total charge: -1
- 2S+1: 1



2 unconnected molecules or ions with the total composition NO4S2 at a distorted geometry, computed with the ωB97M-V functional and the def2-TZVPD basis.

XYZ file:
```
7
Properties=species:S:1:pos:R:3:forces:R:3:nbo_charge:R:1
N -2.089 -0.896 0.045 -0.751 0.280 -0.463 0.311
O 1.192 1.536 -0.962 -0.473 -0.666 1.254 -0.858
O -2.897 -0.200 -0.566 1.535 -0.171 0.630 -0.462
O -0.858 -0.571 0.192 -0.248 0.306 0.173 -0.571
O 1.526 0.866 1.499 -1.584 0.333 -2.734 -0.862
S 1.935 -1.265 -0.294 -0.477 1.082 -0.300 -0.445
S 1.189 0.530 0.087 2.000 -1.164 1.439 1.888
```
Forces are in eV/Å.

- Gap between HOMO and LUMO (alpha / beta): 6.84 / 6.84 eV
- Molar mass: 142.14 g/mol
- Total charge: -1
- 2S+1: 1



A gas-phase ion, NO5P (charge -2) at a distorted geometry, computed with the ωB97M-V functional and the def2-TZVPD basis.

XYZ file:
```
7
Properties=species:S:1:pos:R:3:forces:R:3:nbo_charge:R:1
N 0.648 -0.999 0.814 1.368 -2.191 2.507 0.360
O 0.551 -1.837 1.739 0.523 0.483 -0.797 -0.550
O -1.113 0.307 -1.930 0.529 0.191 1.248 -1.216
O -0.965 1.993 0.053 0.056 -1.107 0.067 -1.206
O 1.420 0.971 -0.892 -6.165 -0.506 0.512 -1.233
O -0.476 -0.647 0.425 -1.776 1.653 -1.152 -0.526
P -0.365 0.832 -0.709 5.465 1.477 -2.384 2.372
```
Forces are in eV/Å.

- Gap between HOMO and LUMO: 6.55 eV
- Structure (SMILES): O=NOP(=O)([O-])[O-]
- Molar mass: 124.98 g/mol
- Total charge: -2
- 2S+1: 1



A molecular structure, NO5S at a distorted geometry, computed with the ωB97M-V functional and the def2-TZVPD basis.

XYZ file:
```
7
Properties=species:S:1:pos:R:3:forces:R:3:nbo_charge:R:1
N 0.359 0.064 1.045 -0.272 0.656 -0.920 0.314
O -0.192 1.041 1.505 -0.493 0.266 0.075 -0.442
O -1.712 0.100 -0.874 -0.502 -1.194 0.509 -0.934
O 1.255 -0.494 1.642 0.210 -0.828 -0.432 -0.448
O 0.333 0.964 -1.591 1.225 -1.194 -0.059 -0.932
O 0.100 -1.598 -1.314 -0.528 2.883 0.410 -0.914
S -0.318 -0.201 -1.032 0.359 -0.589 0.417 2.356
```
Forces are in eV/Å.

- Gap between HOMO and LUMO: 9.34 eV
- Molar mass: 126.07 g/mol
- Total charge: -1
- 2S+1: 1



A molecular structure, NO7PRb9 at a distorted geometry, computed with the ωB97M-V functional and the def2-TZVPD basis.

XYZ file:
```
18
Properties=species:S:1:pos:R:3:forces:R:3:lowdin_charge:R:1
Rb 3.606 2.650 1.172 0.732 0.041 0.284 1.011
Rb -1.256 0.597 -2.832 -0.860 -1.203 -0.669 1.017
Rb 1.353 0.974 4.178 0.207 -0.692 0.986 1.012
Rb 1.267 4.051 -1.780 -0.346 1.434 -0.427 1.037
Rb 0.980 -2.516 1.186 -1.118 -0.976 0.078 1.037
Rb -0.500 2.619 1.961 -1.064 0.476 0.011 0.995
Rb 4.047 -2.018 -1.480 0.264 -0.819 -0.095 1.020
Rb 2.506 1.099 -2.895 0.286 -0.606 -0.709 0.992
Rb -3.130 0.947 -0.042 -1.360 -1.382 0.345 0.997
N -3.077 -2.641 0.243 -0.272 -0.374 -0.096 -0.614
O -4.157 -2.075 0.514 0.673 0.472 -0.076 -0.051
O -2.744 -3.702 0.764 0.158 0.544 0.001 0.030
O -2.292 -2.101 -0.618 0.136 0.643 -0.187 -0.195
P 0.658 0.410 -0.076 0.035 -2.143 -0.314 -0.272
O 0.480 1.653 -1.048 0.279 0.218 0.396 -0.912
O 1.523 -0.686 -0.847 -0.112 1.988 0.429 -0.717
O -0.670 -0.179 0.409 1.081 1.641 -0.511 -0.588
O 1.405 0.917 1.192 1.280 0.739 0.556 -0.800
```
Forces are in eV/Å.

- Gap between HOMO and LUMO: 3.10 eV
- Molar mass: 926.19 g/mol
- Total charge: +5
- 2S+1: 1



A molecular structure, NaO4S at a distorted geometry, computed with the ωB97M-V functional and the def2-TZVPD basis.

XYZ file:
```
6
Properties=species:S:1:pos:R:3:forces:R:3:nbo_charge:R:1
Na -10.933 20.576 3.510 0.642 -0.113 0.385 0.981
S -8.546 21.047 4.928 2.186 -2.254 -0.336 2.507
O -7.181 20.926 5.366 0.585 0.118 0.128 -0.854
O -9.173 22.245 5.394 -1.524 1.953 0.459 -0.832
O -8.497 21.296 3.422 -0.733 0.063 -0.026 -0.747
O -9.304 19.828 5.194 -1.157 0.234 -0.611 -1.055
```
Forces are in eV/Å.

- Gap between HOMO and LUMO (alpha / beta): 8.84 / 6.92 eV
- ⟨S²⟩: 0.76
- Molar mass: 119.05 g/mol
- 2S+1: 2



A gas-phase ion, O2P (charge -1) at a distorted geometry, computed with the ωB97M-V functional and the def2-TZVPD basis.

XYZ file:
```
3
Properties=species:S:1:pos:R:3:forces:R:3:nbo_charge:R:1
O 1.243 -0.551 0.000 0.952 -1.371 0.000 -1.131
O -1.608 -0.089 0.000 1.872 0.657 0.000 -0.660
P 0.365 0.640 0.000 -2.824 0.714 0.000 0.792
```
Forces are in eV/Å.

- Gap between HOMO and LUMO (alpha / beta): 6.28 / 8.28 eV
- ⟨S²⟩: 2.01
- Molar mass: 62.97 g/mol
- Total charge: -1
- 2S+1: 3



O3 in the gas phase at a distorted geometry, computed with the ωB97M-V functional and the def2-TZVPD basis.

XYZ file:
```
3
Properties=species:S:1:pos:R:3:forces:R:3:nbo_charge:R:1
O 0.646 -0.585 -0.690 -0.234 0.094 1.079 -0.152
O -0.458 0.349 0.951 0.739 -0.731 -0.357 -0.151
O -0.188 0.236 -0.261 -0.505 0.637 -0.722 0.303
```
Forces are in eV/Å.

- Gap between HOMO and LUMO: 9.59 eV
- Molar mass: 48.00 g/mol
- 2S+1: 1



O3S2 in the gas phase at a distorted geometry, computed with the ωB97M-V functional and the def2-TZVPD basis.

XYZ file:
```
5
Properties=species:S:1:pos:R:3:forces:R:3:nbo_charge:R:1
O 0.737 -1.012 -1.091 -0.740 4.565 2.574 -0.816
O -1.286 -0.413 0.221 2.730 1.763 0.922 -0.701
O 0.412 1.552 -0.586 -0.249 -1.361 0.254 -0.807
S -0.108 -0.295 1.703 -0.797 0.028 -1.515 0.278
S 0.245 0.167 -0.246 -0.944 -4.996 -2.234 2.045
```
Forces are in eV/Å.

- Gap between HOMO and LUMO: 8.60 eV
- Structure (SMILES): O=S1(=O)OS1
- Molar mass: 112.13 g/mol
- 2S+1: 1